# 1
Computed, not measured: a 6-piece molecular cluster, C36H42NO4S overall at a distorted geometry, with ωB97M-V/def2-TZVPD.

Output
total charge	-1
molecular weight	584.8	g mol⁻¹
frontier orbital gap	0.2655	Ha
total energy	-2150.9598	a.u.

Each line ends with the Löwdin charge.
Cartesian coordinates (Å):
C1 0.6031 -5.1625 -3.7356  -0.086
C2 1.6316 -4.0301 -3.9086  -0.219
N1 0.9676 -2.7263 -3.8140  -0.068
C3 1.8406 -1.5551 -3.5235  -0.186
C4 3.3300 -1.6921 -3.7676  -0.243
S1 3.8782 -1.8183 -5.4870  0.392
O1 2.6753 -1.5729 -6.2615  -0.344
O2 4.9010 -0.7809 -5.6340  -0.391
O3 4.4508 -3.1711 -5.5855  -0.391
C5 0.0438 -2.5247 -4.8479  -0.526
C6 -1.0341 -1.5140 -4.5257  0.000
O4 0.0139 -3.1384 -5.8816  0.087
H1 1.1402 -6.0592 -3.4259  0.063
H2 -0.0480 -4.8998 -2.8997  0.068
H3 0.0371 -5.3391 -4.6425  0.062
H4 2.3580 -4.1434 -3.1112  0.113
H5 2.0925 -4.1557 -4.8875  0.112
H6 1.4635 -0.7003 -4.0798  0.117
H7 1.7130 -1.3217 -2.4615  0.088
H8 3.7807 -0.7665 -3.4071  0.084
H9 3.7880 -2.4817 -3.1794  0.077
H10 -1.2481 -0.8994 -5.3941  0.082
H11 -0.7639 -0.8948 -3.6721  0.067
H12 -1.9167 -2.0793 -4.2285  0.081
C7 6.7222 -2.1460 -1.6403  -0.090
C8 6.5283 -1.3899 -2.7889  -0.089
C9 6.8217 -0.0342 -2.7826  -0.080
C10 7.3162 0.5643 -1.6305  -0.106
C11 7.5137 -0.1924 -0.4820  -0.120
C12 7.2135 -1.5481 -0.4860  -0.114
H13 6.4881 -3.2035 -1.6463  0.101
H14 6.1478 -1.8494 -3.6934  0.085
H15 6.6582 0.5468 -3.6814  0.105
H16 7.5477 1.6227 -1.6272  0.093
H17 7.9005 0.2746 0.4160  0.090
H18 7.3622 -2.1383 0.4104  0.091
C13 0.9151 -0.3553 0.2078  -0.092
C14 -0.2470 0.0038 0.8755  -0.094
C15 -0.5488 1.3447 1.0737  -0.098
C16 0.3087 2.3258 0.5956  -0.118
C17 1.4697 1.9669 -0.0766  -0.097
C18 1.7745 0.6268 -0.2670  -0.088
H19 1.1511 -1.4006 0.0542  0.103
H20 -0.9196 -0.7618 1.2429  0.091
H21 -1.4533 1.6232 1.6013  0.091
H22 0.0727 3.3717 0.7465  0.093
H23 2.1378 2.7322 -0.4504  0.107
H24 2.6815 0.3458 -0.7878  0.103
C19 3.5354 6.1102 3.7022  -0.105
C20 4.4262 5.0538 3.5718  -0.100
C21 3.9643 3.7966 3.2067  -0.089
C22 2.6124 3.5961 2.9636  -0.091
C23 1.7228 4.6537 3.0915  -0.098
C24 2.1827 5.9094 3.4641  -0.101
H25 3.8953 7.0902 3.9889  0.097
H26 5.4818 5.2104 3.7544  0.098
H27 4.6583 2.9717 3.1090  0.102
H28 2.2535 2.6176 2.6733  0.094
H29 0.6686 4.4978 2.9007  0.092
H30 1.4869 6.7326 3.5673  0.097
C25 -4.8220 -2.0239 3.8856  -0.098
C26 -4.4799 -2.7897 2.7794  -0.094
C27 -4.0881 -2.1710 1.6003  -0.091
C28 -4.0319 -0.7858 1.5292  -0.099
C29 -4.3707 -0.0198 2.6359  -0.103
C30 -4.7689 -0.6387 3.8132  -0.119
H31 -5.1299 -2.5064 4.8046  0.099
H32 -4.5182 -3.8700 2.8362  0.100
H33 -3.8250 -2.7675 0.7363  0.104
H34 -3.7213 -0.3037 0.6109  0.104
H35 -4.3245 1.0608 2.5806  0.098
H36 -5.0378 -0.0409 4.6753  0.102
C31 -10.5092 1.1578 4.0605  -0.101
C32 -9.4438 0.2809 3.9095  -0.093
C33 -8.1877 0.7650 3.5710  -0.088
C34 -7.9964 2.1276 3.3903  -0.092
C35 -9.0606 3.0055 3.5439  -0.099
C36 -10.3179 2.5203 3.8760  -0.102
H37 -11.4893 0.7795 4.3217  0.098
H38 -9.5921 -0.7816 4.0550  0.100
H39 -7.3585 0.0812 3.4461  0.081
H40 -7.0159 2.5052 3.1285  0.097
H41 -8.9102 4.0683 3.4037  0.099
H42 -11.1491 3.2043 3.9912  0.098

Forces on atoms 1 to 6 (eV/Å):
C 0.55 0.36 0.58
C -0.76 -0.54 -0.40
N 0.51 -0.33 -0.48
C -0.61 -0.19 0.55
C 0.07 0.41 0.16
S 0.78 -0.56 -0.10

---

# 2
Computed, not measured: C36H43As2IrN4O12PTe as an isolated structure, with ωB97M-V/def2-TZVPD.

Output
ΔE to the lowest compared entry with this formula, charge and spin	0.0	kJ/mol
total charge	-1
2S+1	5
molecular weight	1224.4	g mol⁻¹
frontier orbital gap (spin up / spin down)	0.2385 / 0.2207	Ha
total energy	-7704.8525	a.u.

Each line ends with the Mulliken spin population.
Cartesian coordinates (Å):
Ir1 -0.9886 0.9302 0.8158  1.699
O1 -1.0588 4.4789 -1.2850  0.029
C1 -1.1687 3.5194 -0.5244  -0.029
N1 -0.4142 2.4061 -0.5107  -0.076
C2 0.5247 2.3412 -1.6032  -0.002
C3 1.9163 2.8409 -1.2860  0.004
C4 2.8402 2.9646 -2.3276  0.001
C5 4.1213 3.3911 -2.0473  0.000
C6 4.4495 3.6996 -0.7320  0.000
C7 3.4649 3.5579 0.2288  0.000
N2 2.2290 3.1298 -0.0282  -0.002
C8 -2.2385 3.5388 0.5322  0.041
C9 -3.1699 4.5560 0.5955  0.002
C10 -4.1260 4.5151 1.5936  -0.004
C11 -4.1007 3.4755 2.5108  -0.001
C12 -3.1418 2.4902 2.3780  -0.002
N3 -2.2417 2.5228 1.3978  -0.017
H1 0.1446 2.9414 -2.4346  -0.003
H2 0.5875 1.3139 -1.9613  -0.003
H3 2.5373 2.7270 -3.3402  0.000
H4 4.8549 3.4914 -2.8377  0.000
H5 5.4386 4.0439 -0.4620  0.000
H6 3.6716 3.8027 1.2665  0.000
H7 -3.1267 5.3300 -0.1564  0.000
H8 -4.8912 5.2779 1.6514  0.000
H9 -4.8290 3.4066 3.3062  0.000
H10 -3.0894 1.6394 3.0414  0.003
C13 -0.2717 -4.8014 3.3049  -0.005
O2 0.1332 -4.4027 1.9991  0.015
C14 0.2076 -3.0591 1.8263  -0.040
O3 -0.0990 -2.2852 2.7185  0.077
C15 0.6630 -2.6912 0.4985  0.392
C16 1.8073 -3.3320 -0.0389  0.288
As1 3.1701 -3.4262 1.3223  0.009
C17 4.8735 -3.2303 0.3511  0.020
C18 3.0825 -1.4900 1.9334  0.003
C19 2.1137 -0.5854 1.7489  0.043
As2 0.7371 -0.7646 0.3459  -0.039
C20 1.9263 -0.4732 -1.1621  0.017
C21 1.9297 0.6175 2.5976  -0.001
O4 1.0700 1.4569 2.4290  0.037
O5 2.8086 0.7041 3.6020  0.005
C22 2.6375 1.8194 4.4783  0.001
C23 4.2159 -1.3014 2.8946  0.000
O6 4.3468 -1.9667 3.8853  0.005
O7 5.1808 -0.4114 2.5658  0.001
C24 5.0694 0.3625 1.3719  -0.001
C25 2.0980 -3.5292 -1.4271  0.069
O8 3.1410 -3.9730 -1.8875  0.094
O9 1.0533 -3.1779 -2.2416  0.028
C26 1.2792 -3.3181 -3.6377  -0.005
H11 -0.3487 -5.8853 3.2717  0.000
H12 -1.2330 -4.3567 3.5639  0.003
H13 0.4696 -4.4973 4.0456  0.002
H14 5.1330 -4.1917 -0.0834  -0.001
H15 5.6361 -2.9356 1.0742  0.001
H16 4.8028 -2.4999 -0.4510  -0.002
H17 2.7111 -1.2252 -1.1380  -0.004
H18 2.3756 0.5140 -1.0499  -0.003
H19 1.3855 -0.5336 -2.1037  0.005
H20 3.4108 1.7154 5.2334  0.000
H21 1.6480 1.7904 4.9316  0.000
H22 2.7510 2.7555 3.9327  -0.001
H23 6.0546 0.7920 1.2081  0.000
H24 4.3371 1.1637 1.4913  0.000
H25 4.7913 -0.2500 0.5150  0.000
H26 2.3433 -3.3614 -3.8584  0.001
H27 0.8266 -2.4562 -4.1258  0.001
H28 0.8009 -4.2310 -3.9977  0.003
C27 -2.7054 -2.0270 -4.0985  -0.001
C28 -2.5671 -1.2691 -2.7964  -0.009
O10 -3.7597 -0.5008 -2.6127  0.002
P1 -3.6814 0.9158 -1.8396  0.020
O11 -2.9481 0.8047 -0.5405  0.040
Te1 -5.8501 1.8189 -1.8140  0.016
O12 -2.6741 1.7624 -2.7894  0.008
C29 -3.0587 2.1058 -4.1199  0.000
C30 -1.8130 2.1406 -4.9792  0.000
H29 -1.8208 -2.6376 -4.2777  0.000
H30 -2.8340 -1.3339 -4.9312  0.000
H31 -3.5761 -2.6818 -4.0620  0.000
H32 -1.6894 -0.6151 -2.8094  -0.002
H33 -2.4583 -1.9584 -1.9561  0.011
H34 -3.5499 3.0808 -4.0939  0.000
H35 -3.7822 1.3804 -4.5020  0.000
H36 -1.1069 2.8764 -4.5927  0.000
H37 -2.0688 2.4095 -6.0058  0.000
H38 -1.3247 1.1640 -4.9865  0.000
N4 -1.8512 -0.2381 1.9966  0.956
C31 -2.8402 -1.1223 2.1622  -0.096
C32 -3.2805 -1.9178 1.0823  0.067
C33 -4.2725 -2.8558 1.2678  -0.117
C34 -4.8631 -3.0233 2.5188  0.195
C35 -4.4369 -2.2466 3.5926  -0.096
C36 -3.4325 -1.3142 3.4280  0.238
H39 -2.8054 -1.7794 0.1206  0.095
H40 -4.5967 -3.4605 0.4302  -0.002
H41 -5.6497 -3.7540 2.6552  0.015
H42 -4.8898 -2.3767 4.5679  -0.003
H43 -3.0775 -0.7277 4.2658  0.002

Forces on atoms 1 to 6 (eV/Å):
Ir 0.20 0.18 -0.16
O 0.03 -0.01 0.02
C 0.02 0.00 -0.04
N -0.05 -0.06 0.00
C -0.14 0.07 -0.04
C 0.00 0.07 -0.03